1.
C3H9NOS | ωB97M-V/def2-TZVPD

Orbital gap = 9.539 eV
LUMO level = 0.86 eV
Energy relative to the best compared isomer or geometry (same formula, charge and spin) = 76.7 kcal per mole
Max |F| = 0.071 hartree/bohr
Total energy = -17626.880 eV

Element x y z (Å)
C: -1.8240 0.0423 -0.5510
C: 1.3815 -0.0142 2.5781
C: 0.0419 -0.5476 -2.3609
N: 1.1214 0.0585 1.3535
O: -1.4717 -2.5027 -1.3657
S: -0.6795 -1.4096 -0.8658
H: -2.3220 0.3866 -1.4907
H: -1.2636 0.7084 0.0957
H: 2.1444 0.3529 3.1656
H: 0.7437 -0.6142 3.2621
H: -2.6905 -0.2654 0.1264
H: 0.9574 -1.1159 -2.3474
H: -0.4331 -0.8670 -3.3675
H: 0.4799 0.4019 -2.2358
H: 1.8529 0.6643 0.9041

=====

2.
C3H9NOS | ωB97M-V/def2-TZVPD

Orbital gap = 10.059 eV
LUMO level = 0.73 eV
SMILES = N[C@@H](CO)CS
Energy relative to the best compared isomer or geometry (same formula, charge and spin) = 25.4 kcal per mole
Max |F| = 0.041 hartree/bohr
Total energy = -17629.103 eV

Element x y z (Å)
N: -0.4469 -1.5149 -0.7501
C: 0.2662 -0.3909 -0.0138
C: 0.3826 0.6424 -1.0532
O: 1.0188 0.1002 -2.1969
C: -0.2907 0.1812 1.2635
S: 0.6401 1.6558 1.8306
H: -1.3665 -1.2321 -0.9649
H: -0.6439 -2.2106 -0.0839
H: 1.2222 -0.8144 0.2365
H: -0.6651 0.9119 -1.3141
H: 0.9010 1.5462 -0.8203
H: 0.6649 -0.8272 -2.2181
H: -1.3365 0.5003 1.1734
H: -0.2380 -0.5454 2.0222
H: -0.1082 1.9976 2.8892

=====

3.
C3H9NOS | ωB97M-V/def2-TZVPD

Orbital gap = 10.174 eV
LUMO level = 0.88 eV
SMILES = NC=O.CCS
Energy relative to the best compared isomer or geometry (same formula, charge and spin) = 9.6 kcal per mole
Max |F| = 0.020 hartree/bohr
Total energy = -17629.790 eV

Element x y z (Å)
N: 2.2068 -0.1854 -2.3089
C: 3.3987 0.4818 -2.3110
O: 3.6671 1.4168 -1.6041
H: 2.1804 -1.0328 -2.8522
H: 1.6946 -0.2195 -1.4358
H: 4.1054 0.0777 -3.0611
C: -2.5632 0.1892 2.1824
C: -1.5604 -0.6711 1.4140
S: -0.4207 0.2875 0.3837
H: -2.1979 1.2043 2.2328
H: -3.4736 0.2323 1.5850
H: -2.7746 -0.2652 3.1409
H: -2.0853 -1.3961 0.7934
H: -0.8871 -1.1872 2.1022
H: -1.2903 1.0677 -0.2614

=====

4.
C3H9NOS | ωB97M-V/def2-TZVPD

Orbital gap = 8.279 eV
LUMO level = 0.55 eV
SMILES = CC=[S@@](C)(N)=O
Energy relative to the best compared isomer or geometry (same formula, charge and spin) = 120.6 kcal per mole
Max |F| = 0.077 hartree/bohr
Total energy = -17624.973 eV

Element x y z (Å)
C: 2.4034 0.1993 -0.1214
C: 1.1540 0.8215 0.2793
S: -0.6506 0.2047 -0.3951
C: -1.5121 -1.4027 -0.2726
N: -1.5142 1.0382 0.7078
O: -0.8572 0.6359 -1.7534
H: 2.3663 0.0222 -1.2221
H: 3.2653 0.8739 0.0852
H: 2.7505 -0.7671 0.4057
H: 1.0008 0.5970 1.3884
H: -2.7204 -1.5543 -0.4536
H: -1.0784 -1.8505 -1.0635
H: -1.2374 -1.8874 0.6719
H: -0.8990 1.6403 1.1507
H: -2.4710 1.4290 0.5930

=====

5.
C3H9NOSi | ωB97M-V/def2-TZVPD

Orbital gap = 10.364 eV
LUMO level = 0.80 eV
SMILES = CC(=O)N(C)[SiH3]
Energy relative to the best compared isomer or geometry (same formula, charge and spin) = 22.0 kcal per mole
Max |F| = 0.091 hartree/bohr
Total energy = -14671.444 eV

Element x y z (Å)
C: -1.9528 -0.9166 -0.1109
C: -0.4127 -0.9756 -0.1439
O: 0.1964 -2.0300 -0.0257
N: 0.3392 0.2152 -0.1488
C: -0.0844 1.6107 0.0236
Si: 2.0860 -0.2057 -0.0001
H: -2.2907 -1.7826 -0.5115
H: -2.3436 -0.8759 0.8913
H: -2.4481 0.0792 -0.5288
H: 0.5745 2.2036 -0.4553
H: -1.0210 1.6777 -0.3020
H: -0.1082 1.7981 1.0672
H: 2.8022 1.2059 0.2670
H: 2.5051 -0.8853 -1.2902
H: 2.1582 -1.1187 1.2681

=====

6.
C3H9NS | ωB97M-V/def2-TZVPD

Orbital gap = 9.679 eV
LUMO level = 0.73 eV
Energy relative to the best compared isomer or geometry (same formula, charge and spin) = 77.8 kcal per mole
Max |F| = 0.113 hartree/bohr
Total energy = -15578.957 eV

Element x y z (Å)
C: 0.7947 -0.2519 -0.5273
C: -0.1827 0.9514 -0.1998
C: -1.4497 0.6251 0.5250
H: 2.2699 -0.5869 1.0713
H: 2.0538 -1.6924 -0.3874
H: 0.4140 -1.1883 -1.1434
H: 1.3570 0.4318 -1.2464
H: -0.2040 1.6494 -1.0648
H: 0.6119 1.7506 0.4147
H: -1.9749 1.5300 0.6179
H: -1.1205 0.2802 1.6295
H: -1.4834 -1.6326 -0.1881
N: 1.4362 -1.0917 0.5742
S: -2.5224 -0.7747 -0.0754

=====

7.
C3H9NS | ωB97M-V/def2-TZVPD

Orbital gap = 8.929 eV
LUMO level = 0.75 eV
SMILES = C=CN.CS
Energy relative to the best compared isomer or geometry (same formula, charge and spin) = 36.2 kcal per mole
Max |F| = 0.048 hartree/bohr
Total energy = -15580.759 eV

Element x y z (Å)
C: 1.1500 -0.7886 -1.1271
C: -0.1351 -1.1748 -1.1754
N: -1.0096 -1.4259 -0.0948
H: 1.7009 -0.8812 -2.0458
H: 1.5538 -0.2813 -0.2610
H: -0.5733 -1.3777 -2.1453
H: -0.5677 -1.8119 0.7307
H: -1.7612 -2.0411 -0.3741
C: 0.2769 2.0506 1.1151
S: -1.1932 1.0812 1.6442
H: 0.0826 3.1074 1.2990
H: 1.1240 1.6567 1.6792
H: 0.4215 1.9522 0.0398
H: -1.0698 -0.0656 0.7152

=====

8.
C3H9NS | ωB97M-V/def2-TZVPD

Orbital gap = 5.727 eV
LUMO level = -3.30 eV
Energy relative to the best compared isomer or geometry (same formula, charge and spin) = 115.6 kcal per mole
Max |F| = 0.089 hartree/bohr
Total energy = -15577.319 eV

Element x y z (Å)
C: 0.3117 1.3021 2.1817
N: 0.5668 0.2480 1.1508
C: -0.3736 -0.8775 0.9382
C: 0.0517 -1.8193 -0.1615
S: -0.2080 0.5558 -2.1293
H: -0.6871 1.7394 2.0918
H: 0.5298 1.0989 3.2673
H: 1.0233 2.0759 1.8436
H: 0.4943 0.7707 0.2683
H: -1.4212 -0.5361 0.6739
H: -0.4778 -1.4479 1.9061
H: 0.9223 -2.0372 -0.5968
H: -0.3614 -1.2557 -1.0279
H: -0.6000 -2.6676 -0.1635